Molecular formula: C2H3O4S2
Method: DFT, the ωB97M-V functional and the def2-TZVPD basis

Calculated values
**HOMO-LUMO gap**: 7.63 eV
**LUMO level**: 3.437 eV
**Spin multiplicity**: 1
**Highest occupied orbital energy**: -4.1913 eV
**Energy relative to the best compared isomer or geometry (same formula, charge and spin)**: 248.9 kJ/mol
**Calculated total energy**: -1175.345845 Eh
**Charge**: -1

Each line ends with the natural charge from an NBO analysis.
Geometry (Å):
C (-1.4988, 0.5682, -0.3534)  -0.39
C (-1.1134, -0.5850, 0.2320)  -0.43
O (1.4681, 1.9951, 0.7946)  -0.92
O (2.5231, 1.2235, -1.2229)  -0.93
O (0.6346, -2.1697, -0.8585)  -1.00
O (0.4437, -1.7612, 1.5869)  -1.02
S (2.2684, 0.9462, 0.2166)  1.53
S (0.5363, -1.1793, 0.2291)  1.60
H (-2.5329, 1.0110, -0.2464)  0.17
H (-0.9658, 1.1397, -1.0725)  0.20
H (-1.7634, -1.1885, 0.6946)  0.20

***

Molecular formula: C2H3OPS
Method: DFT, the ωB97M-V functional and the def2-TZVPD basis

Calculated values
**HOMO-LUMO gap**: 7.52 eV
**LUMO level**: -0.944 eV
**Spin multiplicity**: 1
**Highest occupied orbital energy**: -8.4658 eV
**Energy relative to the best compared isomer or geometry (same formula, charge and spin)**: 204.1 kJ/mol
**Calculated total energy**: -892.685879 Eh
**Structure (SMILES)**: C1=PSOC1

Each line ends with the natural charge from an NBO analysis.
Geometry (Å):
C (0.1995, -0.8705, -0.1585)  -0.63
P (-1.4023, -1.2617, 0.0040)  0.55
S (-2.1841, 0.6153, 0.1192)  0.14
O (-0.3443, 1.4439, -0.0846)  -0.57
C (0.6390, 0.5051, -0.0447)  -0.13
H (0.8037, -1.7331, 0.0000)  0.25
H (0.9315, 0.4622, 0.9568)  0.19
H (1.3571, 0.8389, -0.7922)  0.22